25
Properties=species:S:1:pos:R:3:forces:R:3 method="wB97M-V/def2-TZVPD" multiplicity=1 charge=0 max_force_ha_per_bohr=0.0657 e_lumo_ev=0.68 total_energy_ha=-494.0774 smiles=CC(C)c1nnnn1C(C)C homo_lumo_gap_ev=10.907 homo_ev=-10.2240
C 0.661 -0.968 -0.089 -1.19 1.75 -0.26
C 2.938 -0.332 -0.783 -1.18 0.75 -1.45
C 1.797 1.055 1.004 1.07 -0.04 1.53
C -2.496 0.365 1.180 -1.12 -1.37 -0.85
C -2.229 0.395 -1.420 1.07 -1.35 0.71
C 1.535 0.192 -0.309 3.07 1.04 0.94
C -1.517 0.400 -0.003 -2.03 0.24 -1.20
N -0.201 -2.824 0.354 -1.45 -0.19 0.52
N 0.945 -2.235 0.026 0.26 0.28 0.13
N -1.181 -1.969 0.448 0.86 -0.83 -0.77
N -0.662 -0.778 0.115 0.23 -0.80 0.37
H 2.954 -0.231 -1.877 0.09 -0.45 0.11
H 3.156 -1.358 -0.518 -0.10 -0.04 0.23
H 3.690 0.347 -0.453 0.65 0.24 0.44
H 2.926 1.487 1.191 -2.84 -1.07 -1.03
H 1.658 0.337 1.844 0.08 0.69 -0.18
H 1.078 1.909 1.163 0.69 -0.90 -0.29
H -2.905 -0.721 1.249 0.84 2.03 0.31
H -3.388 1.032 1.122 0.93 -0.24 -0.31
H -1.862 0.673 1.982 -0.15 -0.23 1.28
H -2.838 -0.525 -1.381 0.45 0.13 -0.62
H -1.411 0.375 -2.165 -0.59 -0.47 0.09
H -2.906 1.172 -1.748 0.03 0.67 0.79
H 1.143 0.946 -0.982 -0.22 -0.48 -0.67
H -0.884 1.254 0.052 0.55 0.65 0.19

=====

25
Properties=species:S:1:pos:R:3:forces:R:3 method="wB97M-V/def2-TZVPD" multiplicity=1 charge=+2 max_force_ha_per_bohr=0.0865 e_lumo_ev="-10.45 / -9.18" total_energy_ha=-493.2379 homo_lumo_gap_ev="5.600 / 7.427" homo_ev="-16.0519 / -16.6109"
C 0.082 -0.989 -1.139 1.76 -1.12 -0.64
C -1.902 -1.507 0.343 3.92 0.14 -2.10
C -5.787 0.915 0.373 0.40 2.59 1.43
C 3.167 1.013 -0.310 -2.97 0.55 -2.64
C 2.506 -1.171 0.935 -0.64 0.05 0.20
C 0.971 0.131 -0.725 -0.90 -1.33 -0.58
C 2.429 -0.374 -0.347 -0.88 3.61 2.07
N -0.884 -1.471 -0.519 -2.48 0.06 0.82
N -4.199 -1.184 -0.311 -1.10 0.06 -0.50
N -3.109 -1.332 -0.107 -0.62 0.23 0.72
N -7.007 1.015 0.138 0.78 -2.09 -0.83
H 0.426 -1.529 -2.050 -0.28 -0.01 0.58
H -1.648 -1.733 1.339 -0.64 -0.65 1.33
H -5.249 1.740 0.917 0.08 -0.95 -0.53
H 3.175 1.431 -1.432 0.40 -0.64 2.80
H 4.046 0.991 0.191 3.55 -0.79 0.51
H 2.719 1.710 0.384 -1.15 0.49 -0.30
H 3.504 -1.219 1.270 1.57 0.89 0.55
H 1.914 -0.733 1.812 0.42 -1.18 -1.31
H 2.517 -2.236 0.665 -1.58 -0.09 0.58
H 0.439 0.589 0.138 0.92 0.52 -0.75
H 1.001 0.630 -1.716 0.28 0.87 0.97
H 2.989 -0.835 -1.070 0.46 -1.74 -2.30
H -7.753 1.651 0.255 -0.53 2.13 0.89
H -7.389 0.224 -0.312 -0.78 -1.59 -0.96

=====

26
Properties=species:S:1:pos:R:3:forces:R:3 method="wB97M-V/def2-TZVPD" multiplicity=1 charge=0 max_force_ha_per_bohr=0.0127 e_lumo_ev=0.79 total_energy_ha=-569.1785 homo_lumo_gap_ev=8.840 homo_ev=-8.0472
C 3.265 -0.945 0.104 0.65 0.03 0.00
C 2.266 -0.376 -0.941 -0.10 -0.09 -0.48
C 2.127 -0.428 1.021 -0.16 -0.19 0.41
C 2.204 1.084 0.751 0.06 0.45 0.14
C 2.301 1.122 -0.580 0.03 0.28 -0.02
C -1.982 2.510 0.279 -0.06 -0.06 0.26
C -2.368 -0.126 0.359 0.10 -0.31 -0.22
H 3.334 -2.036 0.078 -0.04 0.15 0.01
H 4.255 -0.467 0.187 -0.44 -0.18 -0.03
H 2.259 -0.677 -1.998 0.02 0.14 0.39
H 0.336 -0.377 -0.091 0.26 -0.30 -0.13
H 1.972 -0.788 2.046 0.08 0.14 -0.28
H 2.213 1.892 1.491 -0.01 -0.41 -0.41
H 2.409 1.968 -1.262 -0.07 -0.36 0.31
H -1.638 3.508 0.019 -0.01 -0.02 -0.01
H -3.079 2.482 0.240 0.10 -0.01 -0.05
H -1.658 2.275 1.306 -0.01 0.01 -0.20
H -2.873 0.469 1.105 -0.06 0.27 0.05
H -3.554 -1.675 0.775 -0.25 -0.01 0.15
H -1.984 -3.285 0.014 0.07 0.27 -0.08
H -2.540 -2.364 -1.249 0.00 0.02 -0.05
N 1.201 -0.926 -0.045 -0.09 0.23 0.13
N -1.632 0.299 -0.590 -0.36 -0.18 0.30
N -2.589 -1.486 0.559 0.23 0.26 -0.10
N -2.012 -2.350 -0.383 -0.01 -0.38 -0.03
O -1.388 1.658 -0.677 0.05 0.26 -0.05

=====

26
Properties=species:S:1:pos:R:3:forces:R:3 method="wB97M-V/def2-TZVPD" multiplicity=1 charge=+1 max_force_ha_per_bohr=0.0986 e_lumo_ev=-3.09 total_energy_ha=-548.5795 smiles="C=NCCN(C)C[n+]1cnc[nH]1" homo_lumo_gap_ev=9.559 homo_ev=-12.6485
C -2.495 -1.374 0.539 0.55 -0.87 2.76
C -2.828 0.526 -0.215 -1.32 2.00 -1.53
C 1.739 0.701 -0.199 -0.51 -2.03 -4.62
C 1.764 -0.547 0.664 -2.56 0.71 0.74
C 1.882 -2.602 -0.452 -0.92 0.75 0.05
C -0.548 1.020 -1.291 0.93 1.60 1.85
C 0.052 2.072 0.973 1.37 -0.42 -2.52
N -3.441 -0.460 0.448 -0.37 0.82 -0.82
N -1.344 -0.907 0.110 1.21 -0.49 -1.53
N -1.564 0.278 -0.518 -1.25 -1.45 0.64
N 0.466 1.420 -0.316 0.37 0.07 -0.23
N 1.149 -1.632 -0.054 0.75 -1.66 -0.52
H -2.505 -2.306 1.194 -0.29 1.27 -1.34
H -3.229 1.488 -0.630 -0.11 -1.22 0.85
H 2.542 1.300 0.113 0.83 1.39 0.24
H 1.964 0.320 -1.361 -0.12 1.15 2.96
H 2.664 -0.816 1.155 1.20 -0.04 0.07
H 1.037 -0.268 1.458 0.57 -0.49 0.10
H 1.454 -3.420 -1.048 0.13 0.33 0.34
H 2.941 -2.594 -0.233 0.31 -0.23 -0.01
H -1.021 1.922 -1.776 -0.05 -0.90 0.86
H 0.908 2.793 1.071 -0.73 -1.09 1.44
H -0.765 2.707 0.781 -1.30 0.80 -0.31
H -0.298 1.288 1.658 0.79 0.71 0.71
H -0.152 0.446 -2.116 0.19 -0.50 0.15
H -0.371 -1.356 0.043 0.34 -0.22 -0.32

=====

23
Properties=species:S:1:pos:R:3:forces:R:3 method="wB97M-V/def2-TZVPD" multiplicity=1 charge=+1 max_force_ha_per_bohr=0.1017 e_lumo_ev=-4.46 total_energy_ha=-404.7333 homo_lumo_gap_ev=7.913 homo_ev=-12.3708
C -1.156 -0.014 0.805 2.40 1.72 3.25
C -0.645 -2.693 0.742 -2.25 0.45 0.00
C 0.518 0.439 0.454 1.16 -0.70 0.39
C -0.744 -3.056 2.250 2.54 -4.30 -1.10
C -1.052 -1.329 1.310 -0.16 -0.05 -2.43
C 1.233 2.857 -2.372 -0.19 -1.98 0.34
C 0.582 1.574 -1.806 -3.70 3.70 0.06
N 0.656 1.559 -0.368 0.13 1.50 2.68
O -1.125 -1.714 2.505 -0.72 0.51 3.26
H -1.507 0.888 1.385 0.20 -1.62 0.15
H -1.601 0.043 -0.086 -1.50 -0.20 -3.79
H 0.313 -2.685 0.297 1.06 -0.13 -0.47
H -1.394 -3.187 0.052 0.81 0.70 0.79
H 1.009 0.672 1.431 -0.92 -0.27 -0.49
H 1.041 -0.509 0.108 -0.75 1.29 -0.19
H -1.412 -3.976 2.444 0.36 2.26 0.32
H 0.314 -3.353 2.641 -2.00 1.02 -0.15
H 2.293 2.768 -2.342 0.87 0.48 0.35
H 0.949 3.019 -3.367 -0.28 -0.49 -1.88
H 0.798 3.721 -1.978 -0.12 1.40 1.56
H 1.026 0.733 -2.233 0.34 -1.62 -0.56
H -0.575 1.757 -2.068 2.20 -1.21 -0.01
H 0.481 2.488 0.196 0.52 -2.43 -2.07

=====

25
Properties=species:S:1:pos:R:3:forces:R:3 method="wB97M-V/def2-TZVPD" multiplicity=1 charge=+1 max_force_ha_per_bohr=0.0115 e_lumo_ev=-4.65 total_energy_ha=-878.2533 homo_lumo_gap_ev=7.990 homo_ev=-12.6414
C 2.597 -1.108 -0.095 0.05 -0.05 -0.20
C 3.102 0.326 0.027 0.36 -0.32 -0.05
O 2.193 1.203 0.662 -0.10 0.14 0.18
C 1.099 1.598 -0.118 -0.08 -0.46 -0.22
C -0.179 1.393 0.659 0.31 0.37 0.25
O -0.476 -0.012 0.682 -0.11 0.10 -0.18
C -1.757 -0.354 1.036 -0.14 -0.57 0.07
C -2.854 0.071 0.068 0.04 -0.27 0.22
N -2.546 -0.699 -1.137 -0.12 0.10 -0.11
C -2.087 -1.887 -0.898 0.03 0.22 0.28
S -1.816 -2.217 0.750 0.38 0.21 -0.27
H 3.441 -1.798 -0.067 0.03 -0.01 -0.01
H 2.091 -1.279 -1.047 -0.16 -0.01 0.05
H 1.925 -1.366 0.720 0.01 0.06 0.09
H 4.005 0.344 0.632 -0.04 0.09 0.12
H 3.379 0.703 -0.961 0.00 0.14 -0.04
H 1.044 0.998 -1.034 -0.04 0.09 -0.05
H 1.181 2.647 -0.410 0.03 0.13 0.08
H -0.024 1.752 1.678 -0.13 -0.01 0.06
H -0.982 1.967 0.193 -0.12 -0.07 -0.05
H -2.012 -0.182 2.083 -0.05 0.15 0.04
H -2.952 1.132 -0.126 0.16 0.05 -0.10
H -3.791 -0.325 0.471 -0.15 0.21 -0.03
H -2.713 -0.335 -2.063 -0.02 -0.12 -0.15
H -1.870 -2.572 -1.706 -0.14 -0.17 0.03